Formula: C2H8N3
Source: OMol25
Level of theory: ωB97M-V with the def2-TZVPD basis set

XYZ file:
```
13
Properties=species:S:1:pos:R:3
C -1.7456 1.2695 0.4883
C -0.3718 -0.3244 -0.4070
N -0.5698 0.8097 0.4090
N 0.8358 -1.0486 0.0489
N 1.9755 -0.2116 0.0304
H -2.0240 2.3474 0.8518
H -2.6120 0.9180 -0.1036
H -0.0750 -0.0459 -1.4842
H -1.2619 -0.9518 -0.3271
H 0.9406 -1.5077 1.0246
H 2.3068 0.2812 -0.8120
H 0.8067 -1.9116 -0.5191
H 1.7948 0.3758 0.8000
```

Calculated total energy   -244.916841 Ha
Structure (SMILES)   C=NC[NH2+]N
Charge   +1
ΔE to the lowest compared entry with this formula, charge and spin   94.60 kcal/mol